(1)
The following is a DFT calculation (ωB97M-V with the def2-TZVPD basis set) of C26H26N3PSeSn as an isolated structure.

The geometry in ORCA input format:
```
! wB97M-V def2-TZVPD RIJCOSX def2/J DEFGRID3
* xyz 2 1
Sn 0.70 0.32 -0.95
C -4.07 -2.48 -0.44
N -3.08 -3.52 -0.43
C -1.75 -3.35 -0.41
Se -0.77 -1.71 -0.39
N -1.15 -4.55 -0.41
C -2.11 -5.53 -0.43
C -2.00 -6.91 -0.43
C -3.19 -7.62 -0.43
C -4.42 -6.98 -0.44
C -4.54 -5.60 -0.44
C -3.35 -4.88 -0.43
H -3.57 -1.51 -0.44
H -4.70 -2.55 0.44
H -4.69 -2.56 -1.34
H -0.15 -4.71 -0.40
H -1.04 -7.39 -0.42
H -3.16 -8.69 -0.43
H -5.32 -7.58 -0.44
H -5.50 -5.12 -0.45
C -2.11 4.05 -0.57
P -0.86 2.71 -0.41
C 0.66 3.60 -0.91
C 1.34 4.54 -0.14
C 2.49 5.13 -0.64
C 2.96 4.79 -1.90
C 2.28 3.88 -2.69
C 1.13 3.29 -2.19
C -0.71 2.46 1.39
C -1.87 2.28 2.13
C -1.81 1.93 3.46
C -0.58 1.73 4.07
C 0.58 1.88 3.34
C 0.53 2.22 2.00
H -1.85 4.87 0.10
H -3.11 3.68 -0.33
H -2.10 4.40 -1.61
H 0.96 4.81 0.83
H 3.02 5.85 -0.04
H 3.86 5.26 -2.28
H 2.62 3.65 -3.69
H 0.53 2.64 -2.83
H -2.83 2.42 1.65
H -2.73 1.81 4.03
H -0.53 1.45 5.11
H 1.54 1.74 3.82
H 1.45 2.35 1.44
C 6.00 0.30 -0.29
C 5.23 -0.40 0.62
C 3.85 -0.35 0.50
N 3.23 0.32 -0.48
C 3.98 0.99 -1.35
C 5.36 1.02 -1.29
H 7.08 0.29 -0.22
H 5.68 -0.97 1.42
H 3.19 -0.86 1.19
H 3.44 1.53 -2.12
H 5.92 1.59 -2.01
*
```

Calculated values
LUMO ... -7.303 eV
Energy relative to the best compared isomer or geometry (same formula, charge and spin) ... 54.3 kcal/mol
HOMO ... -0.50441 Ha
Kohn-Sham gap ... 6.42 eV

(2)
The following is a DFT calculation (ωB97M-V with the def2-TZVPD basis set) of C26H26N4O2PtS as an isolated structure.

The geometry in ORCA input format:
```
! wB97M-V def2-TZVPD RIJCOSX def2/J DEFGRID3
* xyz 4 5
N 0.93 -3.73 -3.02
C 1.46 -4.46 -2.28
C 2.13 -5.42 -1.39
H 2.79 -4.90 -0.67
H 2.73 -6.14 -1.98
H 1.39 -6.00 -0.82
N -2.33 1.77 -3.61
C -2.78 2.10 -4.63
C -3.34 2.56 -5.89
H -2.86 2.03 -6.72
H -3.20 3.64 -5.96
H -4.41 2.35 -5.92
N 2.09 1.85 2.10
C 2.40 2.97 2.27
C 2.77 4.37 2.53
H 1.86 4.95 2.70
H 3.31 4.80 1.67
H 3.40 4.45 3.43
Pt 0.59 0.53 -1.57
C -0.25 2.04 -0.62
O -0.72 2.97 -0.14
C -0.76 -0.77 -2.09
O -1.58 -1.50 -2.45
C 1.81 -0.37 -3.26
C 2.81 -0.22 -2.25
C 2.88 0.99 -1.57
C 2.06 2.08 -2.05
C 1.59 2.03 -3.41
C 1.50 0.80 -4.03
H 1.56 -1.39 -3.62
H 3.39 -1.09 -1.90
H 3.43 1.11 -0.63
H 1.99 2.99 -1.45
H 1.28 2.96 -3.89
H 1.15 0.70 -5.06
N 0.55 -0.32 0.42
S -0.77 -1.14 0.86
C -0.32 -2.07 2.29
C 1.02 -2.36 2.54
C 1.38 -2.98 3.74
C 0.39 -3.36 4.67
C -0.96 -3.11 4.38
C -1.32 -2.48 3.19
C -1.88 0.07 1.62
C -1.49 0.91 2.66
C -2.46 1.70 3.30
C -3.78 1.66 2.86
C -4.15 0.89 1.75
C -3.18 0.12 1.10
H 0.96 0.23 1.19
H 1.76 -2.04 1.80
H 2.44 -3.17 3.96
H 0.68 -3.81 5.63
H -1.73 -3.40 5.09
H -2.36 -2.28 2.96
H -0.45 0.95 2.99
H -2.19 2.32 4.17
H -4.53 2.25 3.37
H -5.19 0.85 1.42
H -3.43 -0.47 0.22
*
```

Calculated values
LUMO (spin up / spin down) ... -12.518 / -16.621 eV
Energy relative to the best compared isomer or geometry (same formula, charge and spin) ... 26.6 kcal/mol
HOMO (spin up / spin down) ... -0.66773 / -0.74147 Ha
<S²> ... 6.05
Kohn-Sham gap (spin up / spin down) ... 5.65 / 3.56 eV

(3)
The following is a DFT calculation (ωB97M-V with the def2-TZVPD basis set) of one molecule with the formula C26H26N4O7.

The geometry in ORCA input format:
```
! wB97M-V def2-TZVPD RIJCOSX def2/J DEFGRID3
* xyz 0 1
C 6.36 -4.13 -2.66
O 6.13 -3.29 -1.55
C 5.01 -2.52 -1.54
C 4.06 -2.48 -2.56
C 2.95 -1.65 -2.43
C 2.77 -0.86 -1.31
N 1.62 -0.06 -1.25
C 1.22 0.75 -0.22
O 1.89 1.08 0.72
C -0.17 1.37 -0.52
C -0.59 2.34 0.56
C -0.79 3.69 0.26
C -1.25 4.55 1.23
C -1.50 4.10 2.52
O -1.98 5.03 3.40
C -2.23 4.64 4.72
C -1.27 2.76 2.83
C -0.81 1.90 1.85
N -1.21 0.35 -0.72
C -2.43 0.86 -1.32
C -3.36 1.42 -0.29
C -3.89 2.66 -0.12
C -4.63 2.62 1.08
C -4.49 1.35 1.56
O -3.73 0.61 0.74
C -1.12 -0.81 -0.03
O -0.14 -1.09 0.63
C -2.22 -1.85 -0.20
C -1.57 -3.13 -0.78
N -0.91 -3.96 0.18
C 0.43 -4.07 -0.02
O 1.24 -4.67 0.63
N 0.69 -3.39 -1.22
C -0.40 -2.74 -1.70
O -0.44 -1.98 -2.63
C 3.72 -0.90 -0.29
C 4.82 -1.72 -0.41
H 7.30 -4.64 -2.45
H 6.46 -3.56 -3.59
H 5.56 -4.87 -2.77
H 4.16 -3.08 -3.45
H 2.22 -1.62 -3.23
H 0.94 -0.26 -1.97
H -0.06 1.91 -1.47
H -0.60 4.05 -0.73
H -1.41 5.60 1.01
H -2.58 5.53 5.24
H -1.33 4.27 5.22
H -3.01 3.86 4.77
H -1.44 2.38 3.82
H -0.62 0.87 2.10
H -2.16 1.67 -2.01
H -2.90 0.08 -1.91
H -3.77 3.50 -0.77
H -5.18 3.42 1.53
H -4.87 0.87 2.43
H -2.62 -2.07 0.79
H -3.03 -1.53 -0.84
H -2.32 -3.70 -1.34
H -1.32 -4.23 1.06
H 1.63 -3.21 -1.56
H 3.59 -0.29 0.59
H 5.56 -1.76 0.37
*
```

Calculated values
LUMO ... 0.483 eV
HOMO ... -0.28520 Ha
Kohn-Sham gap ... 8.24 eV

(4)
The following is a DFT calculation (ωB97M-V with the def2-TZVPD basis set) of C26H26N5PdS2Se as an isolated structure.

The geometry in ORCA input format:
```
! wB97M-V def2-TZVPD RIJCOSX def2/J DEFGRID3
* xyz 1 5
Pd -0.01 -0.19 -0.25
N -2.85 3.06 -1.21
C -2.06 2.09 -0.71
S -0.63 1.71 -1.63
N -2.46 1.56 0.43
N -1.67 0.58 0.90
C -1.92 0.11 2.07
C -1.07 -0.95 2.62
C -1.30 -1.42 3.91
C -0.48 -2.41 4.42
C 0.55 -2.91 3.63
C 0.70 -2.39 2.36
N -0.08 -1.44 1.86
H -2.57 3.57 -2.03
H -3.63 3.37 -0.66
H -2.75 0.50 2.64
H -2.11 -1.01 4.50
H -0.64 -2.79 5.42
H 1.21 -3.68 3.99
H 1.48 -2.76 1.70
C 0.48 -1.23 -3.62
C 1.80 -0.85 -3.04
C 2.95 -0.92 -3.87
C 4.17 -0.61 -3.36
C 4.25 -0.16 -2.02
C 5.49 0.23 -1.46
C 5.57 0.72 -0.18
C 4.40 0.87 0.56
C 3.15 0.50 0.04
S 1.78 0.84 0.99
C 3.06 -0.07 -1.27
N 1.86 -0.47 -1.78
H 0.49 -1.13 -4.70
H -0.32 -0.62 -3.21
H 0.26 -2.28 -3.39
H 2.82 -1.25 -4.89
H 5.06 -0.68 -3.96
H 6.38 0.13 -2.07
H 6.52 1.01 0.24
H 4.43 1.29 1.55
C -3.05 -4.23 -6.38
C -2.68 -3.80 -4.99
C -3.09 -2.56 -4.49
C -2.75 -2.15 -3.22
C -3.22 -0.81 -2.73
C -1.98 -3.02 -2.40
Se -1.50 -2.45 -0.68
C -1.60 -4.29 -2.87
C -0.81 -5.27 -2.05
C -1.94 -4.64 -4.17
H -3.60 -3.45 -6.91
H -3.67 -5.12 -6.36
H -2.16 -4.47 -6.96
H -3.68 -1.91 -5.12
H -3.82 -0.31 -3.49
H -2.39 -0.15 -2.47
H -3.84 -0.90 -1.83
H -0.42 -4.84 -1.13
H 0.03 -5.66 -2.63
H -1.44 -6.12 -1.78
H -1.63 -5.61 -4.55
*
```

Calculated values
LUMO (spin up / spin down) ... -3.056 / -5.188 eV
Energy relative to the best compared isomer or geometry (same formula, charge and spin) ... 1.0 kcal/mol
HOMO (spin up / spin down) ... -0.37935 / -0.38010 Ha
<S²> ... 6.05
Kohn-Sham gap (spin up / spin down) ... 7.27 / 5.16 eV